1.
Below is a molecular structure, C30H56Ge2N6O5Ti, with properties calculated with ωB97M-V/def2-TZVPD.

Structure (ORCA input):
```
! wB97M-V def2-TZVPD RIJCOSX def2/J DEFGRID3
* xyz 4 1
Ti -1.279 0.089 0.062
C -4.530 1.828 3.731
N -3.257 1.159 3.400
C -2.257 1.072 4.473
C -3.045 0.649 2.224
O -1.974 0.021 1.916
C -4.087 0.808 1.122
O -3.665 0.094 -0.040
C -4.221 -1.210 -0.216
C -3.095 -2.230 -0.168
O -1.907 -1.766 -0.107
N -3.346 -3.503 -0.225
C -4.714 -4.044 -0.306
C -2.272 -4.504 -0.201
H -4.495 2.117 4.777
H -4.664 2.725 3.129
H -5.372 1.152 3.595
H -2.642 0.438 5.269
H -1.334 0.659 4.081
H -2.083 2.072 4.865
H -5.070 0.471 1.452
H -4.179 1.861 0.846
H -4.973 -1.423 0.545
H -4.704 -1.241 -1.195
H -5.072 -4.301 0.691
H -5.392 -3.340 -0.780
H -4.686 -4.944 -0.914
H -1.322 -4.026 0.016
H -2.506 -5.243 0.563
H -2.230 -4.998 -1.171
N 1.561 3.405 -0.257
C 0.368 3.332 -1.072
C -0.518 4.605 -1.165
C 0.307 5.840 -1.539
C -0.530 7.099 -1.800
N -1.067 7.229 -3.156
C -0.461 7.853 -4.173
N -1.094 7.983 -5.336
N 0.780 8.314 -4.051
C -0.456 2.181 -0.558
O -0.412 1.792 0.657
O -1.237 1.493 -1.314
H 1.361 3.696 0.693
H 2.246 4.038 -0.649
H 0.656 3.053 -2.090
H -0.998 4.781 -0.197
H -1.312 4.430 -1.898
H 0.939 5.631 -2.408
H 0.980 6.076 -0.713
H 0.050 7.993 -1.569
H -1.383 7.139 -1.122
H -2.022 6.948 -3.311
H -2.056 7.707 -5.446
H -0.687 8.507 -6.094
H 1.254 8.324 -3.165
H 1.202 8.852 -4.792
C -0.435 -2.454 -3.434
C -0.470 -1.094 -2.734
Ge 0.739 -0.984 -1.161
C 2.335 0.026 -1.701
C 3.443 0.234 -0.678
C 1.416 -2.775 -0.728
C 2.214 -3.315 0.211
Ge 2.367 -2.575 1.971
C 1.709 -0.795 2.366
C 2.385 -0.143 3.577
C 2.860 -3.692 3.463
C 4.304 -3.557 3.980
C 2.900 -4.619 0.062
C 4.212 -4.735 0.518
C 4.912 -5.922 0.371
C 4.292 -7.012 -0.225
C 2.982 -6.909 -0.678
C 2.287 -5.719 -0.538
H -1.047 -2.433 -4.335
H -0.819 -3.250 -2.791
H 0.574 -2.731 -3.739
H -1.508 -0.838 -2.496
H -0.125 -0.297 -3.397
H 2.015 0.974 -2.139
H 2.696 -0.586 -2.535
H 3.126 0.890 0.133
H 4.308 0.703 -1.148
H 3.789 -0.716 -0.265
H 1.301 -3.405 -1.615
H 0.639 -0.962 2.565
H 1.776 -0.169 1.474
H 2.313 -0.766 4.469
H 1.917 0.815 3.802
H 3.441 0.051 3.389
H 2.654 -4.718 3.148
H 2.157 -3.427 4.258
H 5.034 -3.833 3.222
H 4.433 -4.232 4.824
H 4.522 -2.548 4.327
H 4.722 -3.871 0.943
H 5.936 -5.996 0.709
H 4.830 -7.943 -0.338
H 2.502 -7.762 -1.137
H 1.260 -5.653 -0.879
*
```

## Properties
E_LUMO (spin up / spin down)	-10.8 / -10.3	eV
HOMO-LUMO gap (spin up / spin down)	6.09 / 6.60	eV
E_HOMO (spin up / spin down)	-16.888 / -16.863	eV
energy relative to the best compared isomer or geometry (same formula, charge and spin)	0.00	kJ/mol

Results of the Mulliken charge analysis, in e, for atoms 1 through 99: atom 1 (Ti): -0.5689, atom 2 (C): -0.9380, atom 3 (N): 0.1119, atom 4 (C): -0.9891, atom 5 (C): 1.0201, atom 6 (O): -0.7582, atom 7 (C): -1.1370, atom 8 (O): -0.3250, atom 9 (C): -1.4202, atom 10 (C): 0.8539, atom 11 (O): 0.3325, atom 12 (N): 0.0749, atom 13 (C): -1.0738, atom 14 (C): -0.9813, atom 15 (H): 0.3989, atom 16 (H): 0.3483, atom 17 (H): 0.3406, atom 18 (H): 0.4099, atom 19 (H): 0.2231, atom 20 (H): 0.4040, atom 21 (H): 0.6473, atom 22 (H): 0.4977, atom 23 (H): 0.7193, atom 24 (H): 0.5026, atom 25 (H): 0.3525, atom 26 (H): 0.4555, atom 27 (H): 0.3906, atom 28 (H): 0.1553, atom 29 (H): 0.4870, atom 30 (H): 0.3792, atom 31 (N): -0.5058, atom 32 (C): 0.0925, atom 33 (C): -1.0232, atom 34 (C): -0.2947, atom 35 (C): -1.4530, atom 36 (N): -0.1020, atom 37 (C): 0.7595, atom 38 (N): -0.3681, atom 39 (N): -0.3213, atom 40 (C): 1.4585, atom 41 (O): -0.7330, atom 42 (O): -0.6011, atom 43 (H): 0.2353, atom 44 (H): 0.2888, atom 45 (H): 0.4437, atom 46 (H): 0.3675, atom 47 (H): 0.4131, atom 48 (H): 0.4551, atom 49 (H): 0.3964, atom 50 (H): 0.4569, atom 51 (H): 0.4534, atom 52 (H): 0.2357, atom 53 (H): 0.1964, atom 54 (H): 0.2227, atom 55 (H): 0.1941, atom 56 (H): 0.2202, atom 57 (C): -1.5529, atom 58 (C): -0.2733, atom 59 (Ge): 0.7506, atom 60 (C): -0.8829, atom 61 (C): -0.8550, atom 62 (C): -1.3736, atom 63 (C): 1.6129, atom 64 (Ge): -0.1524, atom 65 (C): 1.0424, atom 66 (C): -1.5889, atom 67 (C): -0.4647, atom 68 (C): -1.1115, atom 69 (C): -0.3969, atom 70 (C): -0.2184, atom 71 (C): -1.0032, atom 72 (C): -0.5509, atom 73 (C): -0.8275, atom 74 (C): -0.2070, atom 75 (H): 0.4454, atom 76 (H): 0.2858, atom 77 (H): 0.4113, atom 78 (H): 0.2658, atom 79 (H): 0.6200, atom 80 (H): 0.4556, atom 81 (H): 0.5801, atom 82 (H): 0.1446, atom 83 (H): 0.4663, atom 84 (H): 0.1880, atom 85 (H): 0.7064, atom 86 (H): -0.1980, atom 87 (H): -0.4768, atom 88 (H): 0.4117, atom 89 (H): 0.4067, atom 90 (H): 0.4544, atom 91 (H): 0.4919, atom 92 (H): 0.5650, atom 93 (H): 0.3309, atom 94 (H): 0.3919, atom 95 (H): 0.3569, atom 96 (H): 0.6199, atom 97 (H): 0.4454, atom 98 (H): 0.4383, atom 99 (H): 0.4508


2.
Below is 12 unconnected molecules or ions with the total composition C74H164N11O15P, with properties calculated with ωB97M-V/def2-TZVPD.

Structure (ORCA input):
```
! wB97M-V def2-TZVPD RIJCOSX def2/J DEFGRID3
* xyz 2 1
C 25.534 16.789 -15.131
C 25.614 16.661 -16.668
C 25.336 15.309 -17.221
C 23.825 14.994 -16.960
P 23.278 13.362 -17.758
C 24.559 12.841 -18.941
C 24.671 13.542 -20.298
C 26.021 13.356 -21.007
C 25.983 13.901 -22.450
C 21.786 13.772 -18.668
C 21.347 12.490 -19.390
C 20.238 12.817 -20.360
C 20.805 13.592 -21.597
C 23.191 12.119 -16.442
C 24.548 11.825 -15.689
C 25.685 10.921 -16.261
C 26.785 10.479 -15.236
H 24.588 16.559 -14.640
H 25.875 17.805 -14.930
H 26.328 16.123 -14.794
H 26.658 16.729 -16.971
H 25.101 17.521 -17.099
H 26.035 14.512 -16.968
H 25.471 15.383 -18.300
H 23.257 15.813 -17.401
H 23.559 14.740 -15.934
H 24.537 11.772 -19.156
H 25.439 13.123 -18.363
H 24.449 14.604 -20.189
H 23.884 13.227 -20.983
H 26.339 12.313 -21.024
H 26.718 13.999 -20.469
H 26.838 13.868 -23.125
H 25.718 14.957 -22.401
H 25.278 13.487 -23.172
H 22.106 14.522 -19.391
H 21.000 14.204 -18.049
H 20.888 11.800 -18.682
H 22.181 11.990 -19.881
H 19.374 13.427 -20.095
H 19.795 11.861 -20.640
H 20.067 13.462 -22.388
H 21.763 13.285 -22.017
H 20.916 14.645 -21.338
H 22.686 11.255 -16.873
H 22.416 12.524 -15.791
H 24.252 11.385 -14.737
H 25.078 12.725 -15.377
H 26.173 11.391 -17.115
H 25.207 10.053 -16.716
H 26.374 10.395 -14.231
H 27.542 11.250 -15.087
H 27.236 9.533 -15.536
C 17.142 22.491 -21.633
C 17.242 20.956 -21.594
C 16.929 20.433 -20.189
C 17.734 21.000 -18.966
N 17.651 20.182 -17.635
C 16.222 19.820 -17.187
C 16.403 19.481 -15.792
C 17.629 20.150 -15.226
C 18.225 20.914 -16.442
C 18.482 18.894 -17.936
H 17.142 22.808 -22.675
H 18.125 22.822 -21.298
H 16.328 22.983 -21.100
H 18.203 20.633 -21.997
H 16.564 20.401 -22.242
H 16.985 19.350 -20.292
H 15.882 20.551 -19.912
H 17.376 21.962 -18.599
H 18.762 21.207 -19.263
H 15.836 19.051 -17.856
H 15.570 20.674 -17.372
H 16.370 18.392 -15.760
H 15.521 19.827 -15.253
H 18.353 19.465 -14.783
H 17.363 20.691 -14.317
H 19.307 21.037 -16.415
H 17.951 21.968 -16.470
H 19.527 19.162 -18.084
H 18.215 18.259 -18.781
H 18.372 18.315 -17.019
C 17.772 20.873 -28.814
C 18.718 22.055 -28.873
C 18.616 22.879 -30.182
C 19.719 23.926 -30.234
N 19.642 24.878 -31.353
C 19.545 24.218 -32.709
C 20.197 25.103 -33.729
C 21.181 25.946 -32.915
C 20.990 25.695 -31.430
C 18.520 25.929 -31.130
H 16.773 21.041 -29.216
H 17.821 20.612 -27.757
H 18.190 20.013 -29.338
H 19.740 21.679 -28.933
H 18.825 22.780 -28.066
H 17.626 23.316 -30.304
H 18.808 22.183 -30.999
H 20.664 23.382 -30.250
H 19.758 24.575 -29.359
H 18.499 24.267 -33.012
H 20.018 23.238 -32.769
H 19.404 25.753 -34.101
H 20.607 24.590 -34.599
H 21.136 27.021 -33.092
H 22.204 25.768 -33.248
H 21.059 26.474 -30.671
H 21.806 25.035 -31.134
H 17.542 25.447 -31.134
H 18.614 26.761 -31.827
H 18.713 26.512 -30.230
C 27.614 23.054 -18.110
C 27.740 22.489 -19.550
C 27.139 23.295 -20.657
C 25.630 23.238 -20.755
N 25.057 24.045 -21.982
C 25.734 23.690 -23.309
C 24.656 23.965 -24.365
C 23.434 23.265 -23.784
C 23.576 23.641 -22.264
C 25.127 25.515 -21.581
H 28.130 22.326 -17.484
H 26.541 23.024 -17.922
H 27.893 24.106 -18.168
H 27.330 21.484 -19.651
H 28.793 22.414 -19.822
H 27.523 22.856 -21.578
H 27.471 24.333 -20.637
H 25.077 23.600 -19.888
H 25.280 22.206 -20.769
H 26.686 24.202 -23.448
H 26.081 22.657 -23.287
H 24.546 25.045 -24.472
H 25.018 23.590 -25.323
H 22.560 23.740 -24.231
H 23.401 22.176 -23.813
H 22.949 24.482 -21.967
H 23.265 22.768 -21.691
H 24.595 25.693 -20.646
H 24.738 26.048 -22.449
H 26.178 25.797 -21.520
C 11.317 24.026 -10.229
C 11.015 22.737 -11.039
C 9.901 22.984 -12.070
C 8.569 23.395 -11.477
N 7.490 23.863 -12.515
C 6.154 24.374 -11.872
C 5.563 25.325 -12.968
C 6.846 26.052 -13.525
C 7.964 25.124 -13.350
C 7.133 22.760 -13.524
H 10.538 24.419 -9.576
H 11.375 24.930 -10.835
H 12.254 23.932 -9.681
H 10.613 21.916 -10.445
H 11.911 22.381 -11.547
H 9.681 22.122 -12.699
H 10.213 23.717 -12.814
H 8.826 24.235 -10.832
H 8.175 22.662 -10.772
H 5.498 23.519 -11.709
H 6.467 24.996 -11.034
H 5.112 24.696 -13.735
H 4.840 25.997 -12.506
H 6.615 26.149 -14.586
H 7.068 27.006 -13.047
H 8.247 24.921 -14.383
H 8.766 25.577 -12.767
H 6.795 21.991 -12.829
H 7.959 22.440 -14.159
H 6.373 23.113 -14.222
C 12.551 21.929 -25.899
C 11.883 21.212 -24.803
C 11.455 19.795 -25.140
C 11.089 19.041 -23.849
N 11.032 17.486 -23.993
C 10.469 16.819 -22.767
C 11.721 16.655 -21.792
C 12.885 16.211 -22.788
C 12.517 16.925 -24.144
C 10.188 17.009 -25.254
C 8.719 17.543 -25.315
C 8.015 17.022 -26.571
H 13.632 21.807 -25.973
H 12.346 22.990 -25.755
H 12.119 21.574 -26.834
H 11.045 21.825 -24.472
H 12.732 21.124 -24.125
H 12.303 19.340 -25.652
H 10.618 19.843 -25.837
H 10.159 19.349 -23.371
H 11.882 19.140 -23.108
H 10.083 15.863 -23.119
H 9.710 17.465 -22.326
H 11.508 15.995 -20.950
H 11.775 17.660 -21.374
H 12.896 15.165 -23.093
H 13.868 16.517 -22.429
H 12.721 16.300 -25.013
H 13.167 17.797 -24.228
H 10.216 15.920 -25.296
H 10.806 17.254 -26.118
H 8.659 18.620 -25.154
H 8.164 16.990 -24.557
H 7.868 15.943 -26.620
H 8.580 17.288 -27.464
H 7.011 17.431 -26.691
C 10.427 30.572 -17.251
C 11.057 29.829 -16.121
C 11.728 28.501 -16.454
C 13.107 28.691 -17.123
N 13.886 27.367 -17.568
C 13.196 26.583 -18.750
C 13.567 27.314 -19.987
C 14.982 27.922 -19.718
C 15.220 27.910 -18.242
C 14.166 26.424 -16.404
C 14.721 27.049 -15.124
C 15.344 26.047 -14.226
H 9.987 29.842 -17.931
H 11.040 31.250 -17.844
H 9.660 31.147 -16.733
H 10.340 29.680 -15.314
H 11.785 30.454 -15.605
H 11.177 27.862 -17.143
H 11.875 27.887 -15.566
H 13.771 29.297 -16.507
H 12.868 29.320 -17.980
H 13.510 25.540 -18.780
H 12.127 26.484 -18.562
H 13.428 26.736 -20.901
H 12.888 28.145 -20.177
H 15.883 27.474 -20.139
H 14.999 28.939 -20.111
H 16.046 27.225 -18.048
H 15.536 28.784 -17.673
H 14.818 25.661 -16.828
H 13.226 25.927 -16.163
H 14.054 27.668 -14.524
H 15.496 27.747 -15.441
H 16.305 25.836 -14.693
H 14.887 25.074 -14.043
H 15.676 26.557 -13.321
N 18.544 14.413 -12.999
O 18.069 15.270 -12.262
O 19.438 14.730 -13.775
O 18.095 13.285 -12.980
N 23.173 18.349 -22.406
O 22.138 18.082 -23.017
O 22.977 18.713 -21.266
O 24.287 18.474 -22.961
N 11.079 21.297 -18.172
O 10.842 22.323 -17.515
O 11.119 20.197 -17.673
O 11.416 21.377 -19.355
N 20.512 27.825 -25.191
O 19.623 27.412 -24.451
O 21.357 28.556 -24.761
O 20.541 27.457 -26.346
N 21.492 25.053 -17.042
O 20.549 25.715 -16.777
O 21.461 23.993 -17.676
O 22.617 25.412 -16.686
*
```

## Properties
E_LUMO	-3.3	eV
HOMO-LUMO gap	4.56	eV
E_HOMO	-7.869	eV

Results of the Mulliken charge analysis, in e, for atoms 1 through 99: atom 1 (C): -1.2136, atom 2 (C): -0.9259, atom 3 (C): -0.1123, atom 4 (C): -1.0097, atom 5 (P): 0.4440, atom 6 (C): -1.0231, atom 7 (C): -0.7078, atom 8 (C): -0.3764, atom 9 (C): -1.4239, atom 10 (C): -0.9796, atom 11 (C): -0.5389, atom 12 (C): -0.7807, atom 13 (C): -1.1439, atom 14 (C): -1.1865, atom 15 (C): -0.6259, atom 16 (C): -0.1738, atom 17 (C): -1.3094, atom 18 (H): 0.3145, atom 19 (H): 0.3938, atom 20 (H): 0.2880, atom 21 (H): 0.3644, atom 22 (H): 0.4508, atom 23 (H): 0.4355, atom 24 (H): 0.0347, atom 25 (H): 0.6042, atom 26 (H): 0.5823, atom 27 (H): 0.8548, atom 28 (H): 0.4615, atom 29 (H): 0.4514, atom 30 (H): 0.0360, atom 31 (H): 0.3686, atom 32 (H): 0.2711, atom 33 (H): 0.3873, atom 34 (H): 0.3426, atom 35 (H): 0.3239, atom 36 (H): 0.5272, atom 37 (H): 0.7750, atom 38 (H): 0.3509, atom 39 (H): 0.2913, atom 40 (H): 0.3368, atom 41 (H): 0.3963, atom 42 (H): 0.3782, atom 43 (H): 0.2277, atom 44 (H): 0.3743, atom 45 (H): 0.5946, atom 46 (H): 0.6128, atom 47 (H): 0.5170, atom 48 (H): 0.2015, atom 49 (H): 0.1227, atom 50 (H): 0.3757, atom 51 (H): 0.3304, atom 52 (H): 0.3414, atom 53 (H): 0.3609, atom 54 (C): -1.1856, atom 55 (C): -0.6872, atom 56 (C): -0.4933, atom 57 (C): -0.9005, atom 58 (N): 0.2688, atom 59 (C): -0.5473, atom 60 (C): -0.7947, atom 61 (C): -0.6268, atom 62 (C): -0.6610, atom 63 (C): -1.0591, atom 64 (H): 0.3823, atom 65 (H): 0.3583, atom 66 (H): 0.2940, atom 67 (H): 0.3534, atom 68 (H): 0.3094, atom 69 (H): 0.2959, atom 70 (H): 0.4347, atom 71 (H): 0.3310, atom 72 (H): 0.5786, atom 73 (H): 0.4163, atom 74 (H): 0.4179, atom 75 (H): 0.3757, atom 76 (H): 0.3916, atom 77 (H): 0.3643, atom 78 (H): 0.3325, atom 79 (H): 0.4900, atom 80 (H): 0.3723, atom 81 (H): 0.3981, atom 82 (H): 0.2689, atom 83 (H): 0.5067, atom 84 (C): -1.2874, atom 85 (C): -0.6428, atom 86 (C): -0.2211, atom 87 (C): -1.2563, atom 88 (N): 0.2898, atom 89 (C): -0.5162, atom 90 (C): -0.6759, atom 91 (C): -0.7125, atom 92 (C): -0.6979, atom 93 (C): -1.0207, atom 94 (H): 0.3494, atom 95 (H): 0.3517, atom 96 (H): 0.3477, atom 97 (H): 0.3047, atom 98 (H): 0.5055, atom 99 (H): 0.3582


no.,strongest force on any atom (hartree/bohr)
1,0.0147
2,0.0917